<P>
Formula: CH5N3
Source: the OMol25 dataset
Level of theory: ωB97M-V with the def2-TZVPD basis set

Structure (ORCA input):
```
! RIJCOSX wB97M-V def2-TZVPD def2/J DEFGRID3
* xyz 0 1
C -0.57 -1.29 -0.37
N -0.06 1.54 0.76
N 0.96 1.47 -0.23
N -0.30 1.00 -0.49
H 0.47 -1.56 -0.38
H -1.08 -1.38 0.57
H -1.12 -1.43 -1.27
H 0.00 0.87 1.53
H 1.69 0.77 -0.11
*
```

## Properties
gap between HOMO and LUMO (alpha / beta): 8.6 / 9.3 eV

=====

<Q>
Formula: CH5N3
Source: the OMol25 dataset
Level of theory: ωB97M-V with the def2-TZVPD basis set

Structure (ORCA input):
```
! RIJCOSX wB97M-V def2-TZVPD def2/J DEFGRID3
* xyz 0 1
C 1.93 0.04 0.42
N -1.87 0.62 0.03
N -1.84 -0.77 -0.44
N -1.13 -0.29 0.67
H 2.03 0.86 -0.23
H 1.73 0.24 1.53
H 2.01 -0.98 0.02
H -1.36 1.32 -0.61
H -1.51 -1.05 -1.40
*
```

## Properties
gap between HOMO and LUMO (alpha / beta): 8.7 / 9.3 eV

=====

Energies in eV, measured from the most stable structure: <P> 0.000; <Q> 0.771.

=====

<P>
Formula: C3H5ClFNO
Source: the OMol25 dataset
Level of theory: ωB97M-V with the def2-TZVPD basis set

Structure (ORCA input):
```
! RIJCOSX wB97M-V def2-TZVPD def2/J DEFGRID3
* xyz 0 1
C 0.13 -1.60 -1.01
C 0.91 -0.32 -0.39
C -0.71 2.10 1.40
H -0.74 -1.89 -0.19
H 1.60 -0.98 0.29
H 1.16 0.54 -1.20
H -1.71 1.15 2.51
H -0.54 3.47 1.11
N 0.10 1.52 0.49
O -0.15 -0.06 0.69
F 0.90 -2.80 -1.43
Cl -0.95 -1.12 -2.29
*
```

## Properties
gap between HOMO and LUMO: 9.3 eV

=====

<Q>
Formula: C3H5ClFNO
Source: the OMol25 dataset
Level of theory: ωB97M-V with the def2-TZVPD basis set

Structure (ORCA input):
```
! RIJCOSX wB97M-V def2-TZVPD def2/J DEFGRID3
* xyz 0 1
C -2.10 0.06 -0.39
C -1.01 0.89 1.57
C 2.16 -0.77 -0.75
N -0.97 0.32 0.42
O -2.59 -1.01 -0.61
F 2.86 -0.93 0.36
Cl 3.21 -0.14 -2.11
H -2.59 0.94 -0.94
H -1.99 1.31 1.98
H -0.04 1.11 2.04
H 1.72 -1.75 -1.03
H 1.34 -0.04 -0.55
*
```

## Properties
SMILES: C=NC=O.FCCl
gap between HOMO and LUMO: 10.3 eV

=====

Energies in eV, measured from the most stable structure: <P> 7.755; <Q> 0.000.

=====

<P>
Formula: C3H7NO2
Source: the OMol25 dataset
Level of theory: ωB97M-V with the def2-TZVPD basis set

Structure (ORCA input):
```
! RIJCOSX wB97M-V def2-TZVPD def2/J DEFGRID3
* xyz 0 1
O 1.10 -0.42 0.48
C 0.73 -0.63 -0.88
C -0.72 -0.16 -0.93
N -0.76 0.90 0.08
C 0.21 0.52 1.08
O -0.35 -0.07 2.21
H -0.29 -1.02 2.05
H 0.87 -1.69 -1.12
H 1.37 -0.05 -1.55
H -1.41 -0.96 -0.66
H -1.02 0.24 -1.91
H -0.47 1.78 -0.32
H 0.74 1.41 1.45
*
```

## Properties
SMILES: O[C@@H]1NCCO1
gap between HOMO and LUMO: 10.7 eV

=====

<Q>
Formula: C3H7NO2
Source: the OMol25 dataset
Level of theory: ωB97M-V with the def2-TZVPD basis set

Structure (ORCA input):
```
! RIJCOSX wB97M-V def2-TZVPD def2/J DEFGRID3
* xyz 0 1
O 0.71 1.30 -1.25
C -0.03 0.28 -1.49
C 0.11 -0.95 -0.77
N -0.44 -0.55 1.21
C -0.14 0.57 1.77
O 0.45 1.58 1.21
H 0.63 1.46 0.17
H 0.47 -0.69 -2.18
H -0.99 0.41 -2.01
H 1.10 -1.20 -0.40
H -0.61 -1.75 -0.94
H -0.88 -1.20 1.85
H -0.37 0.75 2.82
*
```

## Properties
gap between HOMO and LUMO: 10.0 eV

=====

<R>
Formula: C3H7NO2
Source: the OMol25 dataset
Level of theory: ωB97M-V with the def2-TZVPD basis set

Structure (ORCA input):
```
! RIJCOSX wB97M-V def2-TZVPD def2/J DEFGRID3
* xyz 0 1
O -1.72 0.39 0.24
C -1.21 -0.87 0.36
C 0.12 -1.11 -0.32
O 1.44 -0.34 0.08
C 1.45 0.98 0.05
N 0.39 1.69 -0.06
H -0.83 1.07 0.08
H -1.29 -1.32 1.38
H -1.67 -1.66 -0.32
H 0.40 -2.16 -0.17
H -0.01 -0.85 -1.37
H 2.43 1.46 0.10
H 0.50 2.70 -0.06
*
```

## Properties
SMILES: [H]/N=C/OCCO
gap between HOMO and LUMO: 10.0 eV

=====

Energies in eV, measured from the most stable structure: <P> 0.000; <Q> 2.472; <R> 1.082.